Here is C5H13N2 as an isolated structure from the Open Molecules 2025 dataset. Energies are from ωB97M-V/def2-TZVPD.

The frontier orbital gap comes out at 10.7 eV.

Structure (ORCA input):
```
! RIJCOSX wB97M-V def2-TZVPD def2/J DEFGRID3
* xyz 1 1
C -1.330 -2.071 0.922
C -0.185 -1.474 0.791
C 1.932 1.406 -0.382
C -1.174 0.918 0.439
C -0.150 -0.285 -1.432
N 1.277 0.448 0.481
N -0.038 0.181 -0.023
H -1.325 -3.203 1.230
H -2.399 -1.802 0.789
H 0.791 -1.988 0.850
H 2.344 0.990 -1.213
H 1.257 2.214 -0.484
H 2.781 1.697 0.081
H -2.215 0.371 0.410
H -1.079 1.085 1.622
H -1.147 1.836 -0.151
H 0.086 0.652 -1.975
H 0.634 -0.866 -1.710
H -1.187 -0.771 -1.730
H 1.126 0.662 1.486
*
```


Here is a 10-piece molecular cluster, C25H72NO10S overall from the Open Molecules 2025 dataset. Energies are from ωB97M-V/def2-TZVPD.

The frontier orbital gap comes out at 8.9 eV.

Structure (ORCA input):
```
! RIJCOSX wB97M-V def2-TZVPD def2/J DEFGRID3
* xyz 1 1
C -2.928 -0.654 -3.355
C -1.764 -0.112 -4.202
C -1.725 1.420 -4.192
C -0.419 2.017 -4.710
S 0.989 1.551 -3.652
C 1.811 0.190 -4.516
C 2.543 -0.702 -3.491
O 3.873 -0.761 -3.947
C 1.861 -2.067 -3.327
N 2.055 -2.918 -4.478
H -3.248 0.106 -2.640
H -2.632 -1.524 -2.765
H -3.797 -0.945 -3.950
H -0.822 -0.521 -3.805
H -1.831 -0.447 -5.242
H -2.519 1.819 -4.835
H -1.926 1.809 -3.185
H -0.150 1.663 -5.711
H -0.428 3.109 -4.712
H 0.295 0.817 -2.758
H 1.077 -0.347 -5.123
H 2.540 0.681 -5.165
H 2.521 -0.215 -2.500
H 4.340 -1.498 -3.531
H 2.299 -2.552 -2.448
H 0.801 -1.868 -3.072
H 1.371 -2.787 -5.215
H 2.065 -3.897 -4.230
C -1.937 -0.392 1.509
C -2.247 -0.675 0.054
O -3.593 -1.090 -0.141
H -2.153 -1.266 2.123
H -0.889 -0.119 1.649
H -2.556 0.423 1.890
H -1.633 -1.503 -0.310
H -2.031 0.213 -0.552
H -4.172 -0.390 0.178
C -0.057 3.237 0.853
C -0.417 2.916 -0.578
O -1.803 2.648 -0.781
H -0.365 2.430 1.518
H 1.017 3.385 0.969
H -0.552 4.153 1.182
H 0.088 1.995 -0.883
H -0.083 3.720 -1.247
H -2.312 3.419 -0.512
C 4.537 5.495 2.365
C 3.039 5.497 2.599
O 2.505 4.178 2.724
H 4.789 4.922 1.472
H 4.909 6.513 2.240
H 5.061 5.051 3.214
H 2.519 5.936 1.746
H 2.784 6.089 3.483
H 2.917 3.762 3.488
C -5.042 -2.816 4.768
C -3.684 -2.799 4.098
O -2.893 -1.672 4.487
H -5.595 -1.903 4.546
H -5.622 -3.674 4.427
H -4.933 -2.898 5.852
H -3.803 -2.710 3.015
H -3.155 -3.731 4.310
H -2.754 -1.730 5.437
C -3.582 -7.034 2.531
C -2.704 -6.714 3.724
O -3.435 -6.129 4.798
H -4.082 -6.132 2.176
H -2.987 -7.443 1.714
H -4.346 -7.770 2.794
H -1.954 -5.973 3.445
H -2.178 -7.611 4.067
H -4.104 -6.757 5.088
C 0.451 -3.425 3.291
C 0.122 -3.690 1.834
O -1.231 -4.085 1.650
H 0.255 -4.315 3.890
H 1.500 -3.149 3.412
H -0.165 -2.610 3.681
H 0.725 -4.510 1.443
H 0.341 -2.800 1.229
H -1.786 -3.380 2.002
C 4.183 8.532 5.375
C 2.691 8.501 5.637
O 2.194 7.177 5.813
H 4.431 7.937 4.494
H 4.526 9.554 5.211
H 4.737 8.127 6.226
H 2.142 8.901 4.784
H 2.442 9.119 6.505
H 2.632 6.791 6.578
C -2.647 -3.854 -6.591
C -1.149 -3.686 -6.720
O -0.665 -2.587 -5.933
H -3.164 -2.943 -6.895
H -2.995 -4.674 -7.220
H -2.928 -4.083 -5.560
H -0.869 -3.446 -7.745
H -0.628 -4.605 -6.439
H -0.891 -2.777 -5.016
C 3.536 1.507 -0.157
C 4.919 1.815 -0.702
O 5.512 0.711 -1.375
H 3.571 0.650 0.516
H 3.127 2.362 0.387
H 2.844 1.271 -0.973
H 5.601 2.052 0.114
H 4.881 2.691 -1.360
H 4.987 0.503 -2.157
*
```


Here is C54H58AsFN4O6Ti as an isolated structure from the Open Molecules 2025 dataset. Energies are from ωB97M-V/def2-TZVPD.

The frontier orbital gap (spin up / spin down) comes out at 3.7 / 4.7 eV.

Structure (ORCA input):
```
! RIJCOSX wB97M-V def2-TZVPD def2/J DEFGRID3
* xyz -2 3
Ti -0.181 2.527 -1.034
C -2.922 4.631 -2.950
C -3.477 4.603 -1.557
C -4.832 4.797 -1.314
C -5.352 4.712 -0.030
C -4.510 4.411 1.028
C -3.147 4.219 0.820
C -2.241 3.887 1.978
C -2.635 4.335 -0.474
N -1.237 4.180 -0.654
C -0.478 5.309 -0.854
O -0.914 6.448 -1.010
C 0.990 5.025 -0.830
C 1.890 5.982 -1.190
C 3.269 5.741 -1.042
C 3.631 4.578 -0.362
C 2.699 3.631 -0.002
N 1.350 3.755 -0.382
C 3.171 2.592 0.983
O 4.326 2.696 1.425
N 2.293 1.623 1.379
C 2.741 0.813 2.455
C 3.807 -0.103 2.315
C 4.488 -0.301 0.989
C 4.217 -0.853 3.412
C 3.575 -0.756 4.636
C 2.502 0.111 4.761
C 2.076 0.897 3.695
C 0.919 1.843 3.896
H -3.723 4.802 -3.673
H -2.451 3.672 -3.171
H -2.179 5.424 -3.054
H -5.487 5.012 -2.152
H -6.409 4.878 0.144
H -4.905 4.335 2.036
H -2.706 4.177 2.923
H -1.278 4.389 1.887
H -2.027 2.816 2.012
H 1.496 6.920 -1.559
H 4.011 6.461 -1.360
H 4.648 4.406 -0.036
H 4.971 0.620 0.670
H 3.761 -0.571 0.215
H 5.231 -1.100 1.054
H 5.048 -1.542 3.291
H 3.910 -1.345 5.482
H 1.991 0.203 5.714
H 0.800 2.072 4.957
H -0.019 1.412 3.541
H 1.065 2.772 3.345
O 1.518 1.027 -1.256
H 2.157 1.210 -1.957
H 1.985 1.077 -0.379
O -0.324 1.397 0.686
H 0.627 1.503 1.075
H -0.414 0.486 0.323
O -1.493 1.637 -1.676
O -2.477 1.273 -2.599
F 5.022 0.803 -5.327
C 3.880 1.342 -4.795
C 2.722 0.596 -4.793
C 1.563 1.157 -4.268
C 1.525 2.462 -3.749
C 0.294 3.035 -3.200
C 2.746 3.160 -3.748
C 3.914 2.615 -4.266
H 2.730 -0.412 -5.189
H 0.648 0.578 -4.244
H -0.610 2.624 -3.647
H 0.298 4.126 -3.205
H 2.772 4.153 -3.312
H 4.845 3.168 -4.255
C 0.936 -7.670 -1.563
C 0.619 -6.434 -0.763
C 1.534 -5.896 0.125
C 1.279 -4.712 0.815
C 2.320 -4.229 1.789
C 0.071 -4.035 0.604
As -0.146 -2.218 1.372
N -0.548 -1.316 -0.189
C -0.033 -1.653 -1.392
C -0.820 -1.304 -2.516
C -0.429 -1.711 -3.778
C 0.769 -2.394 -3.959
C 1.605 -2.654 -2.869
C 1.213 -2.298 -1.600
C -1.957 -2.474 2.126
C -3.071 -1.667 1.841
C -3.030 -0.358 1.090
C -4.318 -2.079 2.312
C -4.489 -3.211 3.091
C -5.855 -3.644 3.556
C -3.354 -3.914 3.466
C -2.091 -3.556 3.011
C -0.910 -4.339 3.541
C -0.888 -4.590 -0.263
C -2.252 -3.991 -0.517
C -0.594 -5.778 -0.921
H 1.814 -8.181 -1.168
H 1.142 -7.410 -2.604
H 0.099 -8.370 -1.561
H 2.487 -6.394 0.278
H 2.098 -4.588 2.798
H 2.380 -3.145 1.852
H 3.308 -4.602 1.515
H -1.715 -0.702 -2.372
H -1.048 -1.455 -4.629
H 1.076 -2.692 -4.954
H 2.567 -3.127 -3.019
H 1.867 -2.477 -0.756
H -3.060 -0.483 0.006
H -2.134 0.212 1.305
H -3.889 0.250 1.377
H -5.183 -1.472 2.064
H -6.624 -2.954 3.209
H -5.907 -3.686 4.647
H -6.101 -4.639 3.179
H -3.446 -4.763 4.138
H -1.166 -4.778 4.506
H -0.034 -3.704 3.687
H -0.619 -5.147 2.868
H -2.256 -2.904 -0.491
H -2.964 -4.335 0.239
H -2.615 -4.303 -1.497
H -1.334 -6.189 -1.602
*
```


Here is C26H25AsCl2N4O7PbS as an isolated structure from the Open Molecules 2025 dataset. Energies are from ωB97M-V/def2-TZVPD.

The frontier orbital gap comes out at 5.8 eV.

Structure (ORCA input):
```
! RIJCOSX wB97M-V def2-TZVPD def2/J DEFGRID3
* xyz -2 1
Pb 1.445 0.804 -1.426
C -0.593 3.553 3.728
C -1.377 3.433 2.645
C -1.408 3.181 1.193
C -0.651 3.002 0.085
N 0.753 3.143 -0.088
C 1.825 3.123 0.455
C -1.295 2.693 -1.222
C -2.519 3.203 -1.610
C -3.013 3.052 -2.894
C -2.319 2.289 -3.876
C -1.046 1.797 -3.370
N -0.588 1.969 -2.156
H 1.755 4.572 3.004
H -2.405 3.557 3.009
H -2.438 2.993 0.912
H 0.722 1.747 2.496
H -3.082 3.815 -0.917
H -3.966 3.494 -3.158
H -2.240 2.693 -4.884
H 0.161 0.340 -3.862
O -0.503 -2.457 -4.733
As -0.085 -2.162 -3.038
O 0.536 -3.560 -2.461
O 0.881 -0.769 -3.077
C -1.713 -1.626 -2.153
C -1.741 -1.929 -0.792
C -2.774 -1.465 0.006
C -3.784 -0.694 -0.551
C -3.770 -0.405 -1.904
C -2.741 -0.871 -2.711
S -2.930 -0.534 -4.506
O -4.156 -1.294 -4.840
O -3.360 0.981 -4.413
O -0.336 1.095 -4.278
H -0.277 -3.386 -4.867
H -0.928 -2.497 -0.354
H -2.766 -1.677 1.066
H -4.577 -0.305 0.077
H -4.548 0.194 -2.360
C 2.081 -4.098 0.451
N 2.910 -3.042 1.015
C 3.605 -3.323 2.252
C 2.944 -1.838 0.396
C 3.821 -0.757 0.979
O 2.218 -1.618 -0.571
H 2.606 -5.051 0.551
H 1.871 -3.896 -0.598
H 1.128 -4.164 0.986
H 3.017 -4.042 2.822
H 3.696 -2.429 2.865
H 4.600 -3.750 2.084
H 4.746 -1.134 1.413
H 3.271 -0.213 1.754
H 4.064 -0.049 0.189
Cl -1.001 -2.052 2.863
C 0.045 -0.595 2.813
C 0.736 -0.352 4.050
C 1.791 0.349 4.531
C 2.761 1.372 4.098
C 3.075 2.452 3.360
Cl 1.220 3.134 2.713
C 0.257 -0.197 1.523
N 0.285 0.054 0.373
H 0.329 -1.017 4.807
H 2.044 0.021 5.538
H 3.733 1.146 4.569
*
```


Here is an isolated molecule of C3H7N3S2 from the Open Molecules 2025 dataset. Energies are from ωB97M-V/def2-TZVPD.

The frontier orbital gap comes out at 8.8 eV. Its SMILES is CSC(=S)N/C=N\N.

Structure (ORCA input):
```
! RIJCOSX wB97M-V def2-TZVPD def2/J DEFGRID3
* xyz 0 1
C 3.175 -0.665 0.058
C 0.686 0.528 -0.095
C -1.491 -0.633 -0.411
H 3.454 -0.167 -0.877
H 3.719 -1.600 0.144
H 3.421 -0.021 0.883
H -1.099 1.386 -0.274
H -1.035 -1.551 -0.794
H -2.821 0.873 1.132
H -4.243 0.479 0.444
N -0.673 0.474 -0.172
N -2.767 -0.605 -0.233
N -3.262 0.604 0.250
S 1.435 -1.060 0.070
S 1.501 1.956 -0.125
*
```


Here is C36H39BrN2O2PtSbSe2 as an isolated structure from the Open Molecules 2025 dataset. Energies are from ωB97M-V/def2-TZVPD.

The frontier orbital gap comes out at 7.7 eV.

Structure (ORCA input):
```
! RIJCOSX wB97M-V def2-TZVPD def2/J DEFGRID3
* xyz 3 1
Pt -1.026 2.572 -0.922
C -4.118 3.313 1.191
Se -3.128 3.763 -0.425
C -4.256 2.743 -1.654
C -4.068 1.261 -1.408
Se -2.265 0.666 -1.839
C -2.352 0.838 -3.771
H -5.079 3.798 1.032
H -3.609 3.758 2.042
H -4.225 2.244 1.336
H -3.965 3.071 -2.650
H -5.299 3.020 -1.497
H -4.780 0.663 -1.978
H -4.179 0.998 -0.357
H -3.206 0.248 -4.095
H -1.435 0.415 -4.174
H -2.458 1.875 -4.073
O 0.576 1.164 2.530
C 0.502 0.959 1.357
O -0.422 0.135 0.795
C 1.471 1.604 0.400
C 2.778 1.787 0.812
C 3.715 2.241 -0.109
C 3.304 2.511 -1.404
C 1.960 2.387 -1.717
N 1.061 1.964 -0.825
H 3.045 1.539 1.830
H 4.748 2.376 0.181
H 4.000 2.851 -2.158
H 1.587 2.661 -2.695
Br 1.578 8.341 1.232
C 0.910 6.709 0.651
C 0.913 6.384 -0.702
C 0.384 5.176 -1.096
N -0.139 4.301 -0.222
C -0.120 4.604 1.089
C 0.396 5.790 1.562
H 1.320 7.061 -1.440
H 0.366 4.892 -2.140
H -0.521 3.864 1.770
H 0.397 5.994 2.623
C 1.023 -1.493 3.732
C 2.168 -1.637 2.771
C 3.467 -1.711 3.274
C 4.556 -1.933 2.445
C 4.385 -2.082 1.074
C 3.113 -1.991 0.536
C 2.021 -1.779 1.385
Sb 0.163 -1.717 0.441
C -1.389 -3.005 0.984
C -2.588 -2.704 0.328
C -3.721 -3.452 0.577
C -3.649 -4.495 1.493
C -2.454 -4.787 2.125
C -1.288 -4.048 1.907
C -0.048 -4.482 2.636
C 0.591 -1.970 -1.597
C 0.711 -0.893 -2.470
C 1.106 -1.099 -3.780
C 1.380 -2.391 -4.209
C 1.251 -3.458 -3.334
C 0.852 -3.285 -2.008
C 0.756 -4.491 -1.112
H 1.264 -0.782 4.520
H 0.820 -2.450 4.213
H 0.098 -1.149 3.265
H 3.619 -1.618 4.342
H 5.547 -2.000 2.874
H 5.234 -2.262 0.430
H 2.976 -2.083 -0.535
H -2.636 -1.888 -0.390
H -4.648 -3.227 0.068
H -4.528 -5.087 1.711
H -2.406 -5.621 2.816
H 0.063 -5.563 2.551
H -0.138 -4.260 3.699
H 0.868 -4.024 2.264
H 0.518 0.108 -2.096
H 1.208 -0.264 -4.460
H 1.698 -2.571 -5.227
H 1.467 -4.460 -3.680
H 1.054 -5.386 -1.652
H -0.262 -4.648 -0.753
H 1.418 -4.407 -0.243
*
```


Here is a 2-piece molecular cluster, C3H3IN2O overall from the Open Molecules 2025 dataset. Energies are from ωB97M-V/def2-TZVPD.

The frontier orbital gap comes out at 9.3 eV. Its SMILES is N#CC(O)=C=N.I.

Structure (ORCA input):
```
! RIJCOSX wB97M-V def2-TZVPD def2/J DEFGRID3
* xyz 0 1
C 0.685 1.301 -0.225
C -1.575 1.127 0.083
C -0.403 0.547 0.180
N 1.661 1.926 -0.291
N -2.632 1.564 -0.290
O -0.125 -0.784 0.389
I 1.949 -3.685 -1.138
H 2.833 -3.470 0.099
H -3.194 2.094 0.437
H 0.802 -0.619 0.756
*
```


Here is C17H13IrN4O3S as an isolated structure from the Open Molecules 2025 dataset. Energies are from ωB97M-V/def2-TZVPD.

The frontier orbital gap (spin up / spin down) comes out at 7.1 / 3.2 eV.

Structure (ORCA input):
```
! RIJCOSX wB97M-V def2-TZVPD def2/J DEFGRID3
* xyz 0 5
Ir 0.750 -0.707 -0.121
C -1.469 -4.474 0.872
O -2.812 -4.069 0.612
C -3.140 -2.900 0.001
C -4.420 -2.845 -0.491
C -4.922 -1.698 -1.127
C -4.134 -0.592 -1.267
C -2.809 -0.581 -0.783
C -2.097 0.630 -0.917
N -0.849 0.869 -0.590
N -0.450 2.111 -0.710
C 0.891 2.267 -0.639
O 1.692 1.311 -0.598
C 1.406 3.649 -0.645
C 0.550 4.744 -0.752
C 1.070 6.027 -0.735
C 2.440 6.220 -0.611
C 3.293 5.130 -0.504
C 2.781 3.845 -0.520
C -2.266 -1.755 -0.126
O -1.099 -1.784 0.371
H -1.548 -5.511 1.193
H -1.003 -3.883 1.654
H -0.859 -4.419 -0.031
H -5.035 -3.727 -0.368
H -5.935 -1.694 -1.506
H -4.517 0.298 -1.749
H -2.655 1.465 -1.340
H -0.513 4.575 -0.849
H 0.407 6.878 -0.813
H 2.843 7.225 -0.595
H 4.359 5.283 -0.400
H 3.428 2.980 -0.429
N 1.626 -3.210 -1.660
C 1.295 -2.108 -1.487
H 1.964 -4.142 -1.770
S 2.445 -0.913 1.594
C 3.757 -0.160 0.885
N 4.696 0.335 0.428
*
```


Here is an isolated molecule of CH3NO2S from the Open Molecules 2025 dataset. Energies are from ωB97M-V/def2-TZVPD.

The frontier orbital gap (spin up / spin down) comes out at 8.5 / 8.1 eV.

Structure (ORCA input):
```
! RIJCOSX wB97M-V def2-TZVPD def2/J DEFGRID3
* xyz 0 1
C 0.737 0.085 0.211
N -0.546 0.705 0.149
O -0.799 1.885 0.129
O -1.251 -1.769 -0.469
S -1.588 -0.331 -0.574
H 0.980 -1.008 0.442
H 1.450 0.496 0.931
H 1.017 -0.063 -0.818
*
```